# C41H41N7Re

A molecular structure, C41H41N7Re (wB97M-V/def2-TZVPD, OMol25).

ORCA input file:
```
! wB97M-V def2-TZVPD RIJCOSX def2/J DEFGRID3
* xyz 2 2
Re -0.003 0.313 -1.133
C -3.859 6.008 -3.052
C -2.868 5.041 -2.494
C -1.524 5.396 -2.383
C -0.608 4.495 -1.909
C -0.947 3.184 -1.507
N 0.053 2.330 -1.103
C 1.183 2.905 -0.534
C 1.086 3.948 0.407
C 2.195 4.511 1.001
C 3.481 4.085 0.675
C 4.705 4.666 1.300
C 3.599 3.060 -0.250
C 2.491 2.466 -0.838
N 2.719 1.432 -1.764
C 3.755 1.330 -2.617
C 3.634 0.127 -3.276
C 2.489 -0.464 -2.753
N 1.938 0.338 -1.834
C -2.312 2.820 -1.627
C -3.226 3.760 -2.115
N -2.808 1.547 -1.268
C -4.117 1.216 -1.186
C -4.207 -0.117 -0.857
C -2.894 -0.546 -0.743
N -2.047 0.465 -0.984
H -3.612 7.024 -2.749
H -4.873 5.781 -2.734
H -3.827 5.974 -4.141
H -1.200 6.378 -2.690
H 0.432 4.782 -1.874
H 0.104 4.326 0.656
H 2.066 5.307 1.720
H 4.497 5.620 1.775
H 5.483 4.806 0.554
H 5.096 3.984 2.055
H 4.584 2.708 -0.516
H 4.490 2.102 -2.723
H 4.287 -0.256 -4.031
H 2.033 -1.405 -2.997
H -4.263 3.493 -2.226
H -4.915 1.907 -1.344
H -5.103 -0.687 -0.733
H -2.510 -1.520 -0.515
C -0.997 -0.660 3.882
C -1.028 -0.602 2.339
N -0.228 0.514 1.863
C 1.154 0.347 2.280
C 1.241 0.291 3.822
N -0.134 0.449 4.358
C -0.699 1.752 3.934
C -0.757 1.757 2.391
H -0.589 -1.606 4.240
H -1.992 -0.532 4.311
H -2.048 -0.474 1.976
H -0.631 -1.516 1.897
H 1.735 1.184 1.890
H 1.530 -0.571 1.826
H 1.865 1.092 4.218
H 1.641 -0.663 4.166
H -0.096 0.425 5.380
H -0.060 2.551 4.311
H -1.689 1.870 4.374
H -0.164 2.579 1.989
H -1.785 1.874 2.044
C 0.031 -1.663 -0.783
C 0.029 -2.885 -0.563
C 0.016 -4.254 -0.456
C -0.813 -4.925 0.525
C -1.975 -4.314 1.017
C -2.778 -4.962 1.933
C -2.425 -6.219 2.405
C -1.261 -6.822 1.952
C -0.463 -6.190 1.020
C 0.816 -5.004 -1.405
C 0.379 -6.240 -1.904
C 1.089 -6.874 -2.904
C 2.250 -6.309 -3.410
C 2.717 -5.105 -2.893
C 2.003 -4.453 -1.910
H -2.255 -3.340 0.640
H -3.691 -4.495 2.272
H -3.051 -6.724 3.124
H -0.979 -7.793 2.326
H 0.457 -6.657 0.699
H -0.545 -6.671 -1.551
H 0.725 -7.808 -3.301
H 2.783 -6.799 -4.210
H 3.636 -4.674 -3.263
H 2.359 -3.519 -1.495
*
```

Computed properties:
energy relative to the best compared isomer or geometry (same formula, charge and spin)	138.55	kJ/mol
gap between HOMO and LUMO (alpha / beta)	0.200 / 0.193	Eh
calculated total energy	-2047.8922	a.u.
expectation value of S²	0.821
HOMO level (alpha / beta)	-11.624 / -11.429	eV

Here are the Mulliken charges for atoms 1 to 4, given in e: 1.327 -1.653 0.033 -1.198

=====

# C41H42BrF5N8O11P

A molecular structure, C41H42BrF5N8O11P (wB97M-V/def2-TZVPD, OMol25).

ORCA input file:
```
! wB97M-V def2-TZVPD RIJCOSX def2/J DEFGRID3
* xyz 1 1
C -5.518 -4.590 3.298
C -4.272 -4.799 2.803
N -3.179 -3.828 2.954
C -3.209 -2.645 2.419
N -4.370 -2.220 1.701
C -4.613 -0.780 2.050
C -4.089 -0.433 3.488
C -4.633 0.959 3.930
C -6.197 1.069 3.980
C -6.948 -0.258 4.330
C -8.458 -0.056 3.939
F -9.226 -0.902 4.690
F -8.813 1.232 4.207
C -8.759 -0.393 2.450
F -8.248 -1.573 2.054
F -8.275 0.541 1.595
F -10.088 -0.411 2.242
C -2.542 -0.552 3.417
P -1.673 0.970 2.694
O -1.621 0.770 1.030
Br 0.460 0.884 3.470
N -2.175 -1.726 2.530
H -5.782 -4.455 4.361
H -6.350 -4.617 2.562
H -4.027 -5.707 2.222
H -2.339 -4.080 3.488
H -4.160 -2.266 0.704
H -5.699 -0.598 1.964
H -4.068 -0.088 1.363
H -4.450 -1.167 4.252
H -4.143 1.232 4.893
H -4.283 1.726 3.201
H -6.551 1.524 3.037
H -6.453 1.794 4.783
H -6.980 -0.476 5.420
H -6.621 -1.145 3.755
H -2.100 -0.764 4.417
H -0.807 1.152 0.659
H -1.299 -2.155 2.832
C -0.131 -6.338 -2.172
C 0.482 -5.314 -1.458
C 0.155 -5.109 -0.129
C -0.783 -5.934 0.477
C -1.408 -6.954 -0.228
C -1.077 -7.154 -1.559
N -1.103 -5.724 1.885
O -0.543 -4.802 2.466
O -1.906 -6.470 2.414
H 0.131 -6.502 -3.210
H 1.219 -4.672 -1.932
H 0.636 -4.311 0.420
H -2.142 -7.595 0.243
H -1.554 -7.948 -2.120
C 4.369 0.123 0.706
C 3.355 -0.803 0.924
C 2.928 -1.620 -0.111
C 3.526 -1.503 -1.359
C 4.532 -0.578 -1.589
C 4.953 0.238 -0.549
N 3.092 -2.381 -2.451
O 2.186 -3.175 -2.217
O 3.649 -2.277 -3.521
H 4.705 0.757 1.518
H 2.901 -0.889 1.904
H 2.139 -2.337 0.066
H 4.998 -0.481 -2.562
H 5.740 0.962 -0.716
C 3.493 -1.409 9.280
C 4.114 -0.348 8.633
C 3.700 0.030 7.365
C 2.660 -0.660 6.759
C 2.037 -1.725 7.393
C 2.459 -2.099 8.660
N 2.204 -0.246 5.430
O 2.784 0.679 4.894
O 1.263 -0.849 4.930
H 3.816 -1.699 10.273
H 4.921 0.186 9.119
H 4.189 0.857 6.868
H 1.230 -2.265 6.919
H 1.979 -2.927 9.166
C 2.950 3.017 -6.773
C 4.213 3.551 -6.990
C 5.317 3.003 -6.354
C 5.142 1.919 -5.507
C 3.885 1.382 -5.277
C 2.785 1.937 -5.914
N 6.311 1.322 -4.852
O 7.397 1.825 -5.059
O 6.126 0.349 -4.137
H 2.091 3.444 -7.275
H 4.337 4.391 -7.657
H 6.297 3.425 -6.529
H 3.749 0.539 -4.613
H 1.798 1.525 -5.745
C 2.809 9.332 -10.743
C 2.307 8.057 -10.512
C 2.567 7.417 -9.310
C 3.327 8.064 -8.348
C 3.839 9.333 -8.571
C 3.578 9.967 -9.776
N 3.584 7.400 -7.064
O 3.136 6.275 -6.905
O 4.227 8.008 -6.230
H 2.600 9.832 -11.681
H 1.710 7.565 -11.268
H 2.173 6.425 -9.137
H 4.436 9.835 -7.822
H 3.970 10.959 -9.961
*
```

Computed properties:
gap between HOMO and LUMO	0.264	Eh
calculated total energy	-6267.1764	a.u.
HOMO level	-10.567	eV

Here are the Mulliken charges for atoms 1 to 4, given in e: -0.655 -0.333 0.014 -0.090

=====

# C41H42ClHfN7O2PS3

A molecular structure, C41H42ClHfN7O2PS3 (wB97M-V/def2-TZVPD, OMol25).

ORCA input file:
```
! wB97M-V def2-TZVPD RIJCOSX def2/J DEFGRID3
* xyz 1 1
Hf -0.876 -0.883 0.357
C -0.454 -3.620 5.387
S 0.703 -4.130 4.103
C 0.121 -3.296 2.690
S -1.239 -2.248 2.737
N 0.823 -3.578 1.631
N 0.369 -3.008 0.472
C 0.745 -3.644 -0.573
C 0.166 -3.315 -1.866
C 0.523 -3.994 -3.020
C -0.172 -3.729 -4.188
C -1.201 -2.803 -4.152
C -1.473 -2.157 -2.956
N -0.806 -2.399 -1.832
H -0.116 -4.136 6.284
H -1.464 -3.932 5.139
H -0.412 -2.546 5.543
H 1.394 -4.507 -0.459
H 1.320 -4.726 -2.991
H 0.076 -4.245 -5.106
H -1.788 -2.580 -5.032
H -2.256 -1.411 -2.902
N 1.506 1.057 3.650
C 2.867 1.219 3.314
C 3.623 2.233 3.871
C 4.973 2.324 3.561
C 5.552 1.421 2.683
C 4.775 0.428 2.093
C 3.430 0.333 2.411
S 2.401 -0.998 1.869
N 0.866 -0.196 1.794
C 0.583 0.596 2.786
C -0.824 1.010 3.003
C -1.184 1.901 3.993
C -2.521 2.221 4.174
C -3.446 1.659 3.326
C -3.003 0.793 2.335
N -1.729 0.447 2.183
H 1.186 1.585 4.442
H 3.168 2.936 4.560
H 5.573 3.101 4.015
H 6.607 1.481 2.457
H 5.222 -0.296 1.427
H -0.448 2.389 4.615
H -2.817 2.914 4.949
H -4.501 1.881 3.399
H -3.707 0.363 1.644
O -1.383 3.358 1.258
C -1.239 2.830 0.186
N -0.905 1.487 -0.040
C -0.894 1.275 -1.355
O -0.710 0.100 -1.741
C -1.155 2.506 -2.127
C -1.218 2.775 -3.476
C -1.502 4.090 -3.847
C -1.715 5.073 -2.887
C -1.653 4.783 -1.523
C -1.370 3.486 -1.167
H -1.054 2.002 -4.216
H -1.560 4.348 -4.896
H -1.935 6.084 -3.205
H -1.825 5.542 -0.772
Cl -4.205 0.523 -1.673
C -5.017 -0.214 -0.314
C -6.261 0.277 0.055
C -6.912 -0.268 1.150
C -6.313 -1.307 1.853
C -5.073 -1.787 1.467
C -4.380 -1.246 0.379
C -3.023 -1.709 0.013
H -6.706 1.080 -0.517
H -7.883 0.109 1.443
H -6.819 -1.750 2.701
H -4.610 -2.594 2.022
H -2.847 -2.699 0.451
H -2.987 -1.843 -1.066
C 1.297 0.054 -4.291
C 2.392 -0.711 -3.547
P 2.348 -0.505 -1.706
C 4.026 -1.134 -1.229
C 5.129 -1.227 -2.283
C 2.542 1.323 -1.518
C 3.756 1.996 -2.150
H 1.306 -0.206 -5.351
H 1.452 1.133 -4.216
H 0.311 -0.171 -3.888
H 3.366 -0.422 -3.942
H 2.282 -1.783 -3.732
H 3.866 -2.116 -0.773
H 4.344 -0.476 -0.422
H 4.899 -1.981 -3.037
H 6.073 -1.511 -1.816
H 5.287 -0.279 -2.796
H 2.522 1.512 -0.439
H 1.620 1.758 -1.913
H 4.682 1.643 -1.696
H 3.710 3.077 -2.010
H 3.810 1.804 -3.223
*
```

Computed properties:
energy relative to the best compared isomer or geometry (same formula, charge and spin)	81.26	kJ/mol
gap between HOMO and LUMO	0.258	Eh
calculated total energy	-4165.4410	a.u.
HOMO level	-10.220	eV

Here are the Mulliken charges for atoms 1 to 4, given in e: 2.072 -0.783 0.008 0.473